(1)
Here is one molecule with the formula C6H12Cl2N2O from OMol25. Energies are from ωB97M-V/def2-TZVPD.

Summary:
Kohn-Sham gap (spin up / spin down) = 7.54 / 7.54 eV
ΔE to the lowest compared entry with this formula, charge and spin = 1.071 eV
Multiplicity = 1

Last column: Mulliken charge in e.
Atoms and positions in Å:
Cl1 -1.362 2.389 1.206  -0.15
Cl2 -0.285 -1.457 2.146  -0.20
O1 0.873 1.197 2.502  -0.34
N1 -0.035 1.561 0.351  0.01
N2 0.397 -1.016 0.611  -0.60
C1 -0.020 -1.652 -1.674  -1.56
C2 -1.964 -1.058 -0.306  -1.95
C3 2.319 1.064 0.608  -1.26
C4 -0.440 0.840 -0.780  -1.28
C5 -0.514 -0.766 -0.426  1.96
C6 0.921 1.083 1.190  0.77
H1 -2.517 -0.795 -1.200  0.46
H2 0.688 -1.336 -2.421  0.34
H3 2.880 0.166 0.950  0.30
H4 -2.150 -2.145 -0.272  0.42
H5 -2.424 -0.594 0.553  0.46
H6 2.808 1.963 0.838  0.44
H7 2.348 1.123 -0.453  0.32
H8 0.086 1.702 2.799  0.29
H9 -0.867 -1.805 -2.264  0.45
H10 0.412 0.913 -1.411  0.38
H11 -1.359 1.253 -1.332  0.37
H12 0.204 -2.634 -1.217  0.37

(2)
Here is C6H12Cl2N2O2P as an isolated structure from OMol25. Energies are from ωB97M-V/def2-TZVPD.

Summary:
Charge = +1
Kohn-Sham gap (spin up / spin down) = 8.86 / 7.60 eV
ΔE to the lowest compared entry with this formula, charge and spin = 0.000 eV
Multiplicity = 3

Last column: Löwdin spin population.
Atoms and positions in Å:
Cl1 0.961 1.240 2.151  0.15
Cl2 1.197 2.242 -1.131  0.14
P1 1.810 0.168 0.089  0.39
O1 2.165 -0.517 -1.440  0.10
O2 3.063 1.081 0.417  0.04
N1 1.977 -1.333 0.867  0.08
N2 -0.874 0.045 0.027  0.72
C1 -1.112 -0.170 1.402  0.09
C2 -0.393 1.625 -1.755  0.02
C3 -1.319 1.237 -0.580  0.08
C4 -0.721 0.838 2.485  0.03
C5 1.807 -1.882 -1.449  0.01
C6 1.760 -2.265 0.041  0.04
H1 1.649 -3.239 0.233  0.00
H2 3.808 0.844 -0.084  0.00
H3 -0.623 0.445 3.408  0.00
H4 -0.724 2.453 -2.366  0.00
H5 -2.331 1.197 -1.140  0.04
H6 -2.244 -0.505 1.353  0.05
H7 -1.306 2.195 -0.034  0.01
H8 -0.330 0.585 -2.307  0.00
H9 -0.739 -1.167 1.792  0.00
H10 0.733 -2.197 -1.738  0.00
H11 -1.124 1.871 2.483  0.00
H12 2.654 -2.389 -1.867  0.01

(3)
Here is an isolated ion of composition C6H12Cl2N4O and charge +2 from OMol25. Energies are from ωB97M-V/def2-TZVPD.

Summary:
Charge = +2
Kohn-Sham gap = 8.90 eV
ΔE to the lowest compared entry with this formula, charge and spin = 0.000 eV
Multiplicity = 1

Last column: Mulliken charge in e.
Atoms and positions in Å:
Cl1 -1.360 -2.546 -2.057  -0.08
Cl2 -2.888 -0.106 -2.151  -0.05
O1 2.402 -0.231 0.879  -0.36
N1 -1.539 1.523 0.314  -0.32
N2 0.848 -1.894 1.064  -0.28
N3 0.303 -0.204 -1.868  0.15
N4 0.291 0.477 1.150  -0.07
C1 -1.805 -1.166 -1.122  0.08
C2 1.366 0.674 -1.971  -0.82
C3 1.329 -0.637 1.009  0.12
C4 -0.614 -0.303 -0.932  -0.51
C5 0.366 1.185 2.350  -0.98
C6 -0.581 0.624 0.219  1.06
H1 1.127 1.318 -2.753  0.36
H2 1.476 1.491 2.525  0.34
H3 1.543 1.147 -1.031  0.40
H4 0.257 -2.298 1.797  0.28
H5 1.604 -2.573 0.691  0.33
H6 -2.429 1.257 -0.297  0.27
H7 0.055 0.572 3.170  0.33
H8 -2.279 -1.509 -0.086  0.35
H9 2.217 0.058 -2.036  0.44
H10 -1.751 2.009 1.198  0.27
H11 -0.179 2.172 2.395  0.48
H12 0.241 -1.043 -2.457  0.22

(4)
Here is one molecule with the formula C6H12Cl2S from OMol25. Energies are from ωB97M-V/def2-TZVPD.

Summary:
Kohn-Sham gap = 9.66 eV
ΔE to the lowest compared entry with this formula, charge and spin = 0.000 eV
SMILES = ClCCCSCCCCl
Multiplicity = 1

Last column: Mulliken charge in e.
Atoms and positions in Å:
Cl1 1.616 1.098 3.713  -0.21
Cl2 -3.653 -1.154 -3.188  -0.22
S1 -0.226 -0.172 0.146  -0.20
C1 1.477 0.297 0.704  -0.54
C2 -2.066 0.563 -1.686  -0.79
C3 -0.674 0.990 -1.210  -0.53
C4 1.393 -0.542 3.037  -0.41
C5 2.051 -0.708 1.679  -0.77
C6 -2.022 -0.668 -2.625  -0.40
H1 -2.521 1.388 -2.230  0.37
H2 1.450 1.316 1.124  0.35
H3 -1.568 -1.510 -2.097  0.32
H4 2.192 0.388 -0.142  0.36
H5 1.953 -1.730 1.343  0.33
H6 3.127 -0.479 1.823  0.32
H7 -0.745 2.041 -0.796  0.33
H8 -2.678 0.341 -0.821  0.38
H9 0.292 -0.784 3.006  0.31
H10 -1.342 -0.436 -3.460  0.31
H11 1.906 -1.234 3.722  0.35
H12 0.038 0.993 -2.043  0.33

(5)
Here is a 2-piece molecular cluster, C6H12Cl4NO2S overall from OMol25. Energies are from ωB97M-V/def2-TZVPD.

Summary:
Charge = +1
Kohn-Sham gap = 9.29 eV
Multiplicity = 1

Last column: Mulliken charge in e.
Atoms and positions in Å:
Cl1 -4.349 0.010 -3.205  -0.06
Cl2 -1.944 -1.556 -2.899  -0.12
Cl3 -3.345 -0.597 -0.572  -0.05
Cl4 -1.918 1.263 -2.272  -0.11
S1 2.554 0.032 -1.711  -0.06
O1 -0.971 1.450 2.490  -0.44
O2 -1.463 3.560 2.534  -0.36
N1 1.107 -0.950 -1.419  -0.05
C1 -0.716 2.763 2.184  0.11
C2 1.542 -0.891 1.112  -1.07
C3 -2.901 -0.218 -2.237  0.40
C4 -0.628 0.543 1.452  -0.05
C5 0.930 0.514 1.259  -0.65
C6 1.088 -1.704 -0.115  -0.47
H1 0.042 -2.010 0.040  0.33
H2 0.188 3.069 1.630  0.30
H3 3.417 -0.786 -2.371  0.22
H4 2.634 -0.880 1.189  0.38
H5 0.282 -0.343 -1.518  0.05
H6 1.059 -1.647 -2.169  0.46
H7 1.359 0.941 2.173  0.50
H8 1.197 1.211 0.450  0.41
H9 1.644 -2.642 -0.198  0.41
H10 -0.935 -0.478 1.702  0.40
H11 -1.076 0.817 0.487  0.12
H12 1.203 -1.468 1.984  0.41

(6)
Here is C6H12ClN as an isolated structure from OMol25. Energies are from ωB97M-V/def2-TZVPD.

Summary:
Kohn-Sham gap = 10.25 eV
ΔE to the lowest compared entry with this formula, charge and spin = 4.619 eV
Multiplicity = 1

Last column: Mulliken charge in e.
Atoms and positions in Å:
Cl1 2.809 -1.790 0.809  -0.22
N1 -1.390 0.146 -0.647  -0.48
C1 0.555 0.097 0.431  -0.35
C2 2.004 -0.257 0.107  -0.56
C3 -0.417 -0.961 -0.320  0.01
C4 -0.746 2.419 0.117  -1.31
C5 -0.196 0.989 -0.503  0.29
C6 -0.848 -2.048 0.641  -0.98
H1 -1.933 0.106 -1.465  0.22
H2 -1.415 2.686 -0.826  0.27
H3 0.226 0.228 1.372  0.57
H4 2.813 0.589 0.196  0.35
H5 -1.330 2.478 1.131  0.25
H6 0.208 -2.616 1.046  0.13
H7 0.410 1.358 -1.474  0.16
H8 -1.338 -3.070 0.055  0.27
H9 0.162 -1.416 -1.269  0.39
H10 1.987 -0.626 -1.027  0.22
H11 -1.557 -1.391 1.360  0.32
H12 -0.003 3.079 0.267  0.47

Q: Look up the multiplicity of the fourth one.
A: 1

Q: Among the records above, which one has the highest multiplicity?
A: C6H12Cl2N2O2P